Below is C3H9N as an isolated structure at a distorted geometry, with properties calculated with ωB97M-V/def2-TZVPD.

Relative energy (zero: lowest compared OMol25 entry of this formula, charge and spin) = 111.1 kcal per mole
Charge = -1
<S²> = 0.76
E_LUMO (alpha / beta) = 0.1768 / 0.1756 Eh
E_tot = -174.21161 hartree
Spin multiplicity = 2
Frontier orbital gap (alpha / beta) = 5.54 / 6.56 eV
Max |F| = 4.60 eV Å⁻¹
HOMO level (alpha / beta) = -0.729 / -1.785 eV

```
13
Properties=species:S:1:pos:R:3:nbo_charge:R:1
C 0.872 0.985 0.355 -0.809
C 1.039 -0.347 -0.295 -0.352
C -0.050 -1.126 -1.068 -0.740
N -1.595 0.408 0.730 -1.310
H 1.608 1.340 1.154 0.177
H -0.348 0.988 0.603 0.358
H 0.657 1.707 -0.372 0.184
H 1.833 -1.041 0.180 0.153
H -0.011 -1.015 0.194 0.368
H 0.581 -1.742 -1.713 0.186
H -0.601 -0.405 -1.716 0.201
H -2.154 0.795 1.619 0.283
H -1.568 -0.552 0.990 0.301
```



Below is a 2-piece molecular cluster, C6H10O overall, with properties calculated with ωB97M-V/def2-TZVPD.

Relative energy (zero: lowest compared OMol25 entry of this formula, charge and spin) = 82.5 kcal per mole
SMILES = CC1=C2C[C@@H]2CO1.[H][H]
E_LUMO = 0.0378 Eh
E_tot = -309.71083 hartree
Frontier orbital gap = 8.97 eV
Max |F| = 0.32 eV Å⁻¹
HOMO level = -7.936 eV

```
17
Properties=species:S:1:pos:R:3:nbo_charge:R:1
C 0.136 1.674 1.325 -0.670
C 0.150 0.339 0.665 0.411
C 0.134 0.002 -0.642 -0.222
C -0.981 -0.459 -1.501 -0.373
C -0.142 -1.463 -0.723 -0.291
C -0.347 -1.857 0.726 -0.078
O 0.166 -0.728 1.506 -0.494
H 0.919 1.733 2.088 0.237
H -0.825 1.835 1.827 0.231
H 0.295 2.462 0.587 0.236
H -1.993 -0.232 -1.171 0.212
H -0.863 -0.476 -2.584 0.218
H 0.532 -2.077 -1.320 0.214
H 0.245 -2.734 0.997 0.201
H -1.387 -2.017 1.036 0.183
H 2.211 2.293 -1.436 -0.029
H 1.751 1.705 -1.382 0.015
```



Below is C27H47NO2P2Zr as an isolated structure at a distorted geometry, with properties calculated with ωB97M-V/def2-TZVPD.

Relative energy (zero: lowest compared OMol25 entry of this formula, charge and spin) = 65.2 kcal per mole
E_LUMO (alpha / beta) = -0.0120 / -0.0122 Eh
E_tot = -1991.96340 hartree
Frontier orbital gap (alpha / beta) = 5.57 / 5.57 eV
Max |F| = 4.77 eV Å⁻¹
HOMO level (alpha / beta) = -5.900 / -5.897 eV

```
80
Properties=species:S:1:pos:R:3:mulliken_charge:R:1
Zr -0.336 -0.946 -0.446 0.386
P 2.509 -1.352 -1.056 1.765
P -2.970 -0.615 -0.849 1.275
N -0.083 -0.070 -2.239 -0.473
H 1.168 -1.768 0.130 -0.281
C 3.074 -2.745 -2.124 -1.425
H 4.171 -2.789 -2.107 0.445
H 2.718 -2.572 -3.153 0.341
H 2.659 -3.691 -1.737 0.463
C 3.739 -1.378 0.306 -1.064
H 4.725 -1.649 -0.109 0.494
H 3.357 -2.148 0.992 0.363
H 3.771 -0.393 0.801 0.026
C 3.190 0.032 -2.106 -0.932
H 4.277 -0.091 -2.240 0.502
H 2.996 1.008 -1.628 -0.048
H 2.701 0.013 -3.090 0.357
C -3.784 -1.949 -1.806 -1.330
H -4.888 -1.823 -1.781 0.418
H -3.511 -2.941 -1.406 0.311
H -3.438 -1.898 -2.839 0.342
C -4.011 -0.578 0.640 -1.429
H -5.059 -0.705 0.341 0.608
H -3.888 0.377 1.163 0.255
H -3.726 -1.384 1.327 0.277
C -3.575 0.818 -1.793 -1.348
H -4.663 0.900 -1.667 0.463
H -3.323 0.689 -2.853 0.358
H -3.081 1.729 -1.429 0.274
C -0.186 0.663 -3.325 -0.046
C -0.175 0.862 -5.688 -0.316
C -0.162 0.036 -4.635 -0.641
C -0.261 2.091 -3.151 -0.129
C -0.266 2.875 -4.302 -0.702
C -0.215 2.223 -5.565 -0.332
H -0.158 0.347 -6.732 0.180
H -0.151 -1.034 -4.633 0.497
H -0.328 2.523 -2.196 0.524
H -0.313 3.967 -4.229 0.378
H -0.218 2.870 -6.497 0.251
C -0.245 -3.322 0.367 1.786
O -1.232 -2.834 -0.478 -0.800
C 0.414 -4.572 -0.142 -1.666
H 1.050 -4.964 0.647 0.426
H 1.095 -4.353 -0.933 0.169
H -0.260 -5.425 -0.410 0.344
C -0.758 -3.518 1.803 -1.247
H -1.718 -4.054 1.861 0.304
H -0.850 -2.574 2.276 -0.070
H -0.021 -4.137 2.318 0.468
C 2.179 3.508 -0.122 -1.562
C 2.188 2.290 0.800 3.523
C 3.540 2.208 1.503 -1.815
C 1.089 2.351 1.836 -0.581
C 0.955 3.479 2.638 -0.463
C -0.009 3.525 3.664 -1.464
C -0.902 2.448 3.872 -0.493
C -0.780 1.308 3.078 0.184
C -1.575 0.063 3.392 2.910
C -0.769 -0.868 4.288 -1.750
C -2.926 0.352 4.031 -2.113
C 0.170 1.283 2.012 0.365
O 0.113 0.302 1.140 0.178
H 2.355 4.444 0.446 0.395
H 1.220 3.576 -0.649 0.266
H 2.961 3.417 -0.884 0.482
H 2.060 1.364 0.198 -2.087
H 3.763 3.121 2.074 0.405
H 3.598 1.363 2.197 0.374
H 4.363 2.078 0.795 0.418
H 1.666 4.292 2.508 0.314
H -0.117 4.406 4.245 0.404
H -1.644 2.482 4.660 0.344
H -1.764 -0.481 2.448 -1.521
H -0.564 -0.382 5.255 0.375
H -1.296 -1.803 4.519 0.394
H 0.191 -1.130 3.853 0.381
H -3.469 1.115 3.477 0.478
H -3.550 -0.544 4.055 0.411
H -2.805 0.688 5.079 0.472
```



Below is a 2-piece molecular cluster, C4H9N2 overall at a distorted geometry, with properties calculated with ωB97M-V/def2-TZVPD.

Relative energy (zero: lowest compared OMol25 entry of this formula, charge and spin) = 117.2 kcal per mole
Charge = +1
E_LUMO = -0.1929 Eh
E_tot = -266.91256 hartree
Frontier orbital gap = 7.85 eV
Max |F| = 3.87 eV Å⁻¹
HOMO level = -13.094 eV

```
15
Properties=species:S:1:pos:R:3:nbo_charge:R:1
C -0.019 -1.182 0.208 0.324
C 0.314 -0.135 1.056 -0.026
C 0.296 -0.330 2.546 -0.632
C -1.227 1.517 -2.765 0.009
N 1.243 -1.030 0.258 -0.407
N -0.503 0.543 -2.502 -0.697
H 0.281 0.860 0.702 0.243
H -0.106 -1.265 2.687 0.219
H -0.328 0.391 3.058 0.263
H 1.328 -0.430 2.794 0.247
H -1.912 1.674 -3.638 0.173
H -1.182 2.251 -2.008 0.163
H 2.195 -1.144 -0.073 0.485
H -0.361 -0.382 -3.019 0.368
H -0.711 -1.968 -0.066 0.268
```



Below is a 2-piece molecular cluster, CN2O2 overall at a distorted geometry, with properties calculated with ωB97M-V/def2-TZVPD.

Relative energy (zero: lowest compared OMol25 entry of this formula, charge and spin) = 217.3 kcal per mole
E_LUMO (alpha / beta) = -0.0277 / -0.1669 Eh
E_tot = -297.82982 hartree
Frontier orbital gap (alpha / beta) = 11.89 / 4.89 eV
Max |F| = 3.01 eV Å⁻¹
HOMO level (alpha / beta) = -12.642 / -9.433 eV

```
5
Properties=species:S:1:pos:R:3:nbo_charge:R:1
C 2.114 1.672 -0.504 0.409
N 1.259 0.964 -0.204 -0.474
N -0.904 -0.786 0.240 0.569
O -1.087 -1.234 -0.819 -0.252
O -1.382 -0.616 1.287 -0.251
```



Below is C27H32CrN7O as an isolated structure at a distorted geometry, with properties calculated with ωB97M-V/def2-TZVPD.

Charge = -1
<S²> = 6.05
E_LUMO (alpha / beta) = 0.0843 / 0.0836 Eh
E_tot = -2550.98034 hartree
Spin multiplicity = 5
Frontier orbital gap (alpha / beta) = 2.27 / 7.72 eV
Max |F| = 4.16 eV Å⁻¹
HOMO level (alpha / beta) = 0.022 / -5.450 eV

```
68
Properties=species:S:1:pos:R:3:nbo_charge:R:1
Cr 0.037 0.122 0.056 1.149
C -2.573 -3.500 -5.209 -0.633
C -3.397 -3.659 -3.960 -0.073
C -4.525 -4.470 -3.972 -0.191
C -5.310 -4.632 -2.828 -0.234
C -4.955 -3.978 -1.657 -0.207
C -3.826 -3.169 -1.625 -0.263
C -3.034 -3.001 -2.771 0.228
N -1.888 -2.174 -2.770 -0.659
C -1.540 -1.350 -1.692 0.646
N -2.539 -0.419 -1.435 -0.599
C -2.666 0.658 -0.548 0.169
C -1.642 1.084 0.318 -0.379
C -1.857 2.132 1.207 -0.202
C -3.093 2.772 1.256 -0.230
C -4.114 2.346 0.417 -0.235
C -3.924 1.292 -0.475 -0.069
C -5.073 0.852 -1.348 -0.643
N -0.361 -1.438 -1.054 -0.654
C 0.523 -2.482 -1.428 0.196
C 0.303 -3.734 -0.842 -0.242
C 1.103 -4.827 -1.142 -0.258
C 2.149 -4.683 -2.039 -0.230
C 2.387 -3.449 -2.629 -0.207
C 1.594 -2.333 -2.341 -0.048
C 1.888 -1.038 -3.034 -0.654
H -3.048 -3.992 -6.058 0.215
H -1.582 -3.943 -5.080 0.217
H -2.456 -2.443 -5.460 0.227
H -4.807 -4.986 -4.883 0.204
H -6.188 -5.267 -2.854 0.208
H -5.552 -4.103 -0.761 0.214
H -3.556 -2.684 -0.694 0.230
H -1.094 -2.704 -3.113 0.412
H -3.271 -0.464 -2.124 0.407
H -1.048 2.445 1.858 0.217
H -3.261 3.592 1.947 0.196
H -5.078 2.842 0.467 0.191
H -5.983 1.406 -1.116 0.218
H -5.290 -0.212 -1.198 0.208
H -4.845 1.022 -2.407 0.201
H -0.513 -3.843 -0.134 0.213
H 0.913 -5.784 -0.671 0.210
H 2.782 -5.530 -2.277 0.204
H 3.209 -3.353 -3.328 0.204
H 2.800 -1.118 -3.632 0.201
H 2.024 -0.227 -2.316 0.291
H 1.068 -0.771 -3.706 0.206
O 1.150 1.095 -0.634 -0.877
C -0.459 -2.201 5.914 -0.609
C 0.262 -3.297 5.130 -0.220
C -0.693 -3.973 4.146 -0.617
C 1.536 -2.753 4.469 -0.313
N 1.298 -1.668 3.548 -0.246
C 0.693 -1.679 2.323 -0.024
N 0.753 -0.478 1.833 -0.437
N 1.413 0.299 2.753 -0.055
N 1.735 -0.406 3.751 -0.129
H -1.322 -2.617 6.438 0.196
H -0.809 -1.411 5.245 0.217
H 0.208 -1.757 6.657 0.204
H 0.589 -4.066 5.840 0.184
H -1.129 -3.255 3.449 0.207
H -1.519 -4.435 4.691 0.198
H -0.179 -4.758 3.583 0.202
H 2.075 -3.552 3.952 0.137
H 2.187 -2.377 5.260 0.213
H 0.254 -2.528 1.828 0.194
```



Below is one molecule with the formula C23H32N4O2, with properties calculated with ωB97M-V/def2-TZVPD.

Relative energy (zero: lowest compared OMol25 entry of this formula, charge and spin) = 0.7 kcal per mole
SMILES = CCCCNC(=O)CCC(=O)Nc1ccc2nc(N3CCCCC3)cc(C)c2c1
E_LUMO = 0.0250 Eh
E_tot = -1265.22110 hartree
Frontier orbital gap = 7.86 eV
Max |F| = 0.75 eV Å⁻¹
HOMO level = -7.177 eV

```
61
Properties=species:S:1:pos:R:3:nbo_charge:R:1
C 0.154 -1.786 2.119 -0.606
C 0.691 -2.432 0.848 -0.404
C 1.498 -3.711 1.096 -0.401
C 2.973 -3.470 1.424 -0.227
N 3.170 -2.770 2.673 -0.602
C 3.790 -1.580 2.754 0.694
O 4.269 -1.021 1.782 -0.674
C 3.858 -0.996 4.158 -0.491
C 3.917 0.537 4.134 -0.487
C 2.582 1.091 3.641 0.680
O 1.701 1.419 4.408 -0.621
N 2.508 1.129 2.288 -0.619
C 1.399 1.385 1.474 0.138
C 0.207 1.943 1.972 -0.231
C -0.854 2.147 1.136 -0.186
C -0.784 1.807 -0.231 0.159
N -1.870 2.014 -0.994 -0.513
C -1.836 1.708 -2.276 0.411
N -2.946 2.020 -3.010 -0.414
C -3.279 1.390 -4.266 -0.204
C -4.154 0.153 -4.031 -0.411
C -5.419 0.557 -3.278 -0.398
C -5.050 1.290 -1.990 -0.412
C -4.130 2.471 -2.307 -0.224
C -0.669 1.150 -2.871 -0.297
C 0.449 0.921 -2.122 0.066
C 1.679 0.334 -2.742 -0.642
C 0.422 1.253 -0.736 -0.063
C 1.500 1.058 0.138 -0.247
H -0.475 -0.936 1.865 0.225
H 0.957 -1.424 2.754 0.197
H -0.445 -2.497 2.686 0.197
H -0.157 -2.676 0.204 0.205
H 1.310 -1.710 0.313 0.203
H 1.035 -4.284 1.904 0.191
H 1.472 -4.331 0.198 0.212
H 3.438 -2.855 0.651 0.231
H 3.496 -4.433 1.467 0.192
H 2.769 -3.185 3.500 0.396
H 2.998 -1.321 4.746 0.222
H 4.763 -1.385 4.632 0.238
H 4.087 0.907 5.145 0.237
H 4.732 0.859 3.486 0.229
H 3.299 0.731 1.790 0.432
H 0.145 2.194 3.018 0.256
H -1.776 2.571 1.504 0.221
H -2.381 1.122 -4.819 0.204
H -3.836 2.120 -4.866 0.193
H -4.408 -0.307 -4.987 0.207
H -3.589 -0.571 -3.440 0.200
H -6.019 -0.327 -3.051 0.209
H -6.020 1.215 -3.910 0.191
H -5.948 1.646 -1.484 0.209
H -4.523 0.613 -1.316 0.207
H -3.806 2.962 -1.390 0.251
H -4.650 3.190 -2.948 0.184
H -0.650 0.912 -3.923 0.207
H 2.524 1.012 -2.626 0.225
H 1.935 -0.610 -2.261 0.222
H 1.525 0.151 -3.803 0.218
H 2.425 0.639 -0.231 0.212
```



Below is a 11-piece molecular cluster, C66H55F11 overall at a distorted geometry, with properties calculated with ωB97M-V/def2-TZVPD.

Relative energy (zero: lowest compared OMol25 entry of this formula, charge and spin) = 73.8 kcal per mole
SMILES = Fc1ccccc1.Fc1ccccc1.Fc1ccccc1.Fc1ccccc1.Fc1ccccc1.Fc1ccccc1.Fc1ccccc1.Fc1ccccc1.Fc1ccccc1.Fc1ccccc1.Fc1ccccc1
E_LUMO = 0.0228 Eh
E_tot = -3646.39276 hartree
Frontier orbital gap = 9.45 eV
Max |F| = 4.52 eV Å⁻¹
HOMO level = -8.828 eV

```
132
Properties=species:S:1:pos:R:3:mulliken_charge:R:1
F -0.031 1.630 4.384 -0.246
C 0.735 2.447 3.662 0.558
C 1.531 1.907 2.724 1.077
C 2.492 2.784 2.117 -1.141
C 2.595 4.074 2.525 -0.844
C 1.692 4.591 3.453 -0.212
C 0.826 3.765 4.037 -0.841
H 1.577 0.791 2.588 -0.176
H 3.074 2.276 1.370 0.669
H 3.277 4.771 2.063 0.375
H 1.585 5.652 3.677 0.390
H 0.101 4.152 4.746 0.387
F -4.458 -2.687 4.766 -0.353
C -4.457 -1.355 4.567 -0.069
C -3.231 -0.840 4.278 -0.085
C -3.091 0.529 4.114 -0.280
C -4.173 1.333 4.169 -0.590
C -5.448 0.813 4.502 -0.800
C -5.560 -0.557 4.662 -0.336
H -2.426 -1.499 4.413 0.612
H -2.120 0.971 3.970 0.468
H -4.046 2.353 4.126 0.686
H -6.335 1.457 4.623 0.385
H -6.424 -1.141 4.995 0.419
F 2.181 1.200 -3.144 0.115
C 2.967 1.744 -4.041 -0.009
C 3.337 0.996 -5.120 0.215
C 4.131 1.590 -6.114 -0.646
C 4.384 2.919 -6.116 -0.502
C 3.974 3.723 -5.041 -0.538
C 3.357 3.059 -3.983 -0.490
H 3.225 -0.092 -5.119 0.290
H 4.324 1.027 -7.042 0.298
H 4.863 3.343 -6.957 0.414
H 4.262 4.754 -4.953 0.448
H 3.013 3.633 -3.156 0.422
F 2.793 -2.253 3.755 -0.282
C 1.741 -2.318 4.616 0.826
C 1.091 -1.178 5.053 -0.721
C 0.131 -1.329 6.060 -0.313
C -0.308 -2.565 6.484 -0.784
C 0.443 -3.713 6.039 -0.193
C 1.472 -3.617 5.137 -0.708
H 1.463 -0.227 4.749 0.613
H -0.330 -0.482 6.583 0.335
H -1.078 -2.637 7.260 0.471
H 0.209 -4.712 6.455 0.362
H 2.147 -4.442 4.841 0.422
F -0.066 4.418 -5.359 -0.421
C -0.754 3.346 -4.872 0.573
C -1.508 3.564 -3.735 -0.594
C -2.317 2.508 -3.261 -0.177
C -2.311 1.343 -3.987 -0.583
C -1.623 1.169 -5.123 -0.275
C -0.831 2.206 -5.611 -0.718
H -1.424 4.537 -3.193 0.387
H -2.893 2.732 -2.352 0.420
H -2.934 0.546 -3.656 0.471
H -1.638 0.305 -5.756 0.558
H -0.359 2.128 -6.611 0.391
F 3.783 -2.112 -1.915 -0.120
C 4.631 -1.585 -0.981 1.044
C 4.667 -2.237 0.219 -0.608
C 5.499 -1.675 1.145 -0.132
C 6.222 -0.511 0.923 -1.252
C 6.141 0.033 -0.368 -0.148
C 5.377 -0.538 -1.358 -0.836
H 4.248 -3.221 0.328 0.421
H 5.601 -2.252 2.059 0.386
H 6.852 0.066 1.525 0.465
H 6.585 0.984 -0.536 0.430
H 5.262 -0.046 -2.354 0.346
F 1.505 -4.839 -2.416 -0.428
C 1.337 -3.958 -3.431 0.895
C 0.095 -3.381 -3.524 -0.608
C -0.066 -2.400 -4.505 -0.005
C 0.976 -2.128 -5.406 -0.830
C 2.186 -2.810 -5.263 -0.264
C 2.354 -3.795 -4.297 -0.738
H -0.662 -3.581 -2.781 0.576
H -1.002 -1.840 -4.619 0.308
H 0.913 -1.278 -6.066 0.422
H 3.020 -2.620 -5.995 0.374
H 3.380 -4.114 -4.194 0.405
F -2.286 3.825 1.702 -0.299
C -1.352 4.236 0.852 0.225
C -0.662 3.347 0.068 0.733
C 0.353 3.864 -0.751 -0.208
C 0.595 5.216 -0.920 -0.646
C -0.195 6.142 -0.187 -0.732
C -1.177 5.640 0.702 -0.645
H -0.974 2.273 -0.039 -0.032
H 0.983 3.185 -1.287 0.284
H 1.316 5.631 -1.631 0.440
H -0.222 7.208 -0.317 0.447
H -1.883 6.297 1.194 0.459
F -5.284 -1.073 -3.017 -0.368
C -5.474 -1.161 -1.681 0.566
C -6.444 -0.442 -1.073 -0.488
C -6.630 -0.544 0.287 -0.737
C -5.869 -1.444 0.999 -0.379
C -4.875 -2.114 0.345 -0.539
C -4.665 -1.923 -0.977 0.081
H -7.186 0.066 -1.666 0.455
H -7.453 -0.065 0.706 0.474
H -5.910 -1.476 2.111 0.353
H -4.222 -2.773 0.909 0.554
H -3.868 -2.478 -1.526 0.174
F 1.931 -1.019 1.131 -0.429
C 0.690 -0.809 0.575 -0.184
C -0.457 -0.646 1.372 0.920
C -1.666 -0.305 0.735 -0.573
C -1.667 -0.161 -0.646 -1.284
C -0.497 -0.269 -1.352 0.503
C 0.747 -0.600 -0.839 -0.181
H -0.278 -0.821 2.452 0.014
H -2.600 -0.241 1.330 0.238
H -2.599 0.054 -1.138 0.665
H -0.618 0.028 -2.406 -0.326
H 1.636 -0.734 -1.440 0.471
F 2.271 -5.149 1.998 -0.452
C 0.985 -4.719 1.616 0.270
C 0.817 -4.022 0.479 -0.623
C -0.507 -3.598 0.131 0.494
C -1.573 -3.859 1.000 -1.086
C -1.319 -4.539 2.186 0.071
C -0.053 -5.082 2.448 -0.854
H 1.676 -3.725 -0.094 0.420
H -0.658 -3.007 -0.774 0.455
H -2.550 -3.403 0.797 0.044
H -2.126 -4.690 2.887 0.489
H 0.076 -5.725 3.297 0.535
```